No. 1
ORCA calculation (ωB97M-V/def2-TZVPD) on a cluster of 2 separate species, C5H9NO in total at a distorted geometry.

Energy relative to the best compared isomer or geometry (same formula, charge and spin), eV: 1.827
Total energy, hartree: -325.8704
E_HOMO, eV: -8.09
HOMO-LUMO gap, eV: 9.01
2S+1: 1

Positions of all 16 atoms, in Å:
C1 0.26 -1.00 1.46
C2 0.90 -1.66 0.43
N1 0.39 -1.18 -0.74
C3 -0.63 -0.34 -0.55
C4 -0.87 -0.29 0.84
C5 -1.34 0.39 -1.63
H1 0.79 -0.99 2.41
H2 1.37 -2.64 0.36
H3 0.89 -1.22 -1.62
H4 -1.30 0.59 1.33
H5 -1.58 1.42 -1.38
H6 -0.71 0.34 -2.52
H7 -2.25 -0.13 -2.04
H8 1.41 2.81 1.75
H9 1.26 1.48 1.02
O1 1.40 2.42 0.87

Per-atom natural (NBO) charges, elementary charge units: atom 1 (C): -0.31, atom 2 (C): -0.11, atom 3 (N): -0.50, atom 4 (C): 0.16, atom 5 (C): -0.34, atom 6 (C): -0.64, atom 7 (H): 0.23, atom 8 (H): 0.21, atom 9 (H): 0.41, atom 10 (H): 0.22, atom 11 (H): 0.24, atom 12 (H): 0.21, atom 13 (H): 0.23, atom 14 (H): 0.47, atom 15 (H): 0.48, atom 16 (O): -0.95


No. 2
ORCA calculation (ωB97M-V/def2-TZVPD) on an isolated molecule of C5H9NO.

Energy relative to the best compared isomer or geometry (same formula, charge and spin), eV: 1.985
Total energy, hartree: -325.8646
E_HOMO, eV: -9.64
HOMO-LUMO gap, eV: 10.70
2S+1: 1

Positions of all 16 atoms, in Å:
C1 1.02 1.73 -0.30
C2 1.16 0.26 -0.60
N1 1.53 -0.61 0.51
C3 0.22 -0.79 -0.11
C4 -0.98 -0.52 0.75
C5 -2.29 -0.87 0.09
O1 -2.39 -1.38 -1.01
H1 0.61 1.90 0.70
H2 2.01 2.21 -0.32
H3 0.39 2.23 -1.04
H4 1.62 0.04 -1.57
H5 2.18 -1.34 0.22
H6 0.09 -1.64 -0.78
H7 -1.04 0.52 1.09
H8 -0.92 -1.11 1.68
H9 -3.20 -0.64 0.68

Per-atom natural (NBO) charges, elementary charge units: atom 1 (C): -0.62, atom 2 (C): -0.07, atom 3 (N): -0.60, atom 4 (C): -0.09, atom 5 (C): -0.53, atom 6 (C): 0.45, atom 7 (O): -0.53, atom 8 (H): 0.21, atom 9 (H): 0.22, atom 10 (H): 0.21, atom 11 (H): 0.19, atom 12 (H): 0.36, atom 13 (H): 0.21, atom 14 (H): 0.23, atom 15 (H): 0.24, atom 16 (H): 0.11


No. 3
ORCA calculation (ωB97M-V/def2-TZVPD) on an isolated molecule of C5H9NO at a distorted geometry.

Energy relative to the best compared isomer or geometry (same formula, charge and spin), eV: 5.632
Total energy, hartree: -325.7306
E_HOMO, eV: -9.49
HOMO-LUMO gap, eV: 10.53
2S+1: 1

Positions of all 16 atoms, in Å:
C1 -1.89 -0.47 0.08
C2 -1.14 0.68 0.71
N1 0.02 0.43 1.57
C3 0.23 1.06 0.26
C4 1.07 0.51 -0.87
C5 2.06 -0.53 -0.58
O1 1.02 -1.12 -1.33
H1 -2.48 -0.11 -0.77
H2 -2.58 -0.92 0.80
H3 -1.20 -1.23 -0.28
H4 -1.77 1.48 1.08
H5 0.25 -0.57 1.54
H6 0.47 2.12 0.37
H7 0.87 0.14 -1.98
H8 3.06 -0.49 -1.00
H9 2.01 -0.98 0.41

Per-atom natural (NBO) charges, elementary charge units: atom 1 (C): -0.64, atom 2 (C): -0.05, atom 3 (N): -0.58, atom 4 (C): -0.15, atom 5 (C): -0.05, atom 6 (C): -0.12, atom 7 (O): -0.55, atom 8 (H): 0.22, atom 9 (H): 0.21, atom 10 (H): 0.23, atom 11 (H): 0.19, atom 12 (H): 0.34, atom 13 (H): 0.22, atom 14 (H): 0.35, atom 15 (H): 0.18, atom 16 (H): 0.18


No. 4
ORCA calculation (ωB97M-V/def2-TZVPD) on a structure of composition C5H9NO.

Energy relative to the best compared isomer or geometry (same formula, charge and spin), eV: 3.919
Total energy, hartree: -325.7935
E_HOMO, eV: -8.54
HOMO-LUMO gap, eV: 8.75
2S+1: 1

Positions of all 16 atoms, in Å:
C1 0.87 1.30 0.61
C2 0.04 0.21 -0.05
C3 1.13 -1.05 -0.55
C4 -0.35 -0.89 0.72
O1 -2.50 0.00 0.36
C5 -2.06 0.49 -0.70
N1 -0.78 0.61 -1.09
H1 1.40 1.87 -0.16
H2 1.59 0.91 1.33
H3 0.19 1.98 1.12
H4 1.76 -1.58 0.16
H5 0.65 -1.71 -1.27
H6 1.77 -0.35 -1.10
H7 -0.99 -1.65 0.31
H8 0.04 -1.05 1.73
H9 -2.78 0.92 -1.41

Per-atom natural (NBO) charges, elementary charge units: atom 1 (C): -0.63, atom 2 (C): 0.16, atom 3 (C): -0.60, atom 4 (C): -0.07, atom 5 (O): -0.69, atom 6 (C): 0.47, atom 7 (N): -0.67, atom 8 (H): 0.23, atom 9 (H): 0.20, atom 10 (H): 0.24, atom 11 (H): 0.23, atom 12 (H): 0.24, atom 13 (H): 0.28, atom 14 (H): 0.25, atom 15 (H): 0.22, atom 16 (H): 0.13


No. 5
ORCA calculation (ωB97M-V/def2-TZVPD) on a structure of composition C5H9NO at a distorted geometry.

Energy relative to the best compared isomer or geometry (same formula, charge and spin), eV: 3.534
Total energy, hartree: -325.8077
E_HOMO, eV: -10.77
HOMO-LUMO gap, eV: 11.38
2S+1: 1

Positions of all 16 atoms, in Å:
C1 -0.42 -1.25 0.78
C2 -0.06 -0.22 -0.28
C3 1.43 0.05 -0.36
C4 -0.87 1.08 -0.04
O1 -0.61 1.58 1.25
C5 -0.65 -0.37 -2.00
N1 -0.34 -1.48 -1.71
H1 -0.30 -0.78 1.76
H2 -1.46 -1.57 0.68
H3 0.22 -2.14 0.72
H4 1.99 -0.87 -0.57
H5 1.77 0.44 0.61
H6 1.67 0.78 -1.14
H7 -0.64 1.81 -0.82
H8 -1.94 0.85 -0.08
H9 0.20 2.10 1.21

Per-atom natural (NBO) charges, elementary charge units: atom 1 (C): -0.66, atom 2 (C): 0.14, atom 3 (C): -0.67, atom 4 (C): -0.10, atom 5 (O): -0.71, atom 6 (C): 0.13, atom 7 (N): -0.36, atom 8 (H): 0.24, atom 9 (H): 0.23, atom 10 (H): 0.22, atom 11 (H): 0.24, atom 12 (H): 0.22, atom 13 (H): 0.23, atom 14 (H): 0.19, atom 15 (H): 0.20, atom 16 (H): 0.47


No. 6
ORCA calculation (ωB97M-V/def2-TZVPD) on a cluster of 2 separate species, C5H9NO in total.

Energy relative to the best compared isomer or geometry (same formula, charge and spin), eV: 7.005
Total energy, hartree: -325.6801
E_HOMO, eV: -9.11
HOMO-LUMO gap, eV: 9.58
2S+1: 1

Positions of all 16 atoms, in Å:
C1 -1.98 -0.41 -0.05
C2 -1.25 0.69 0.68
N1 -0.27 0.39 1.73
C3 0.19 0.97 0.47
C4 1.02 0.15 -0.48
C5 2.22 -0.53 0.03
O1 1.10 -1.27 -0.23
H1 -2.43 -0.03 -0.97
H2 -2.78 -0.81 0.58
H3 -1.31 -1.24 -0.31
H4 -1.88 1.54 0.94
H5 -0.06 -0.61 1.73
H6 0.55 1.99 0.55
H7 0.91 0.38 -1.54
H8 2.94 -0.53 -1.37
H9 3.26 -0.77 -0.50

Per-atom natural (NBO) charges, elementary charge units: atom 1 (C): -0.64, atom 2 (C): -0.06, atom 3 (N): -0.57, atom 4 (C): -0.12, atom 5 (C): -0.01, atom 6 (C): -0.02, atom 7 (O): -0.49, atom 8 (H): 0.22, atom 9 (H): 0.22, atom 10 (H): 0.22, atom 11 (H): 0.20, atom 12 (H): 0.36, atom 13 (H): 0.21, atom 14 (H): 0.20, atom 15 (H): 0.08, atom 16 (H): 0.22


No. 7
ORCA calculation (ωB97M-V/def2-TZVPD) on an isolated molecule of C5H9NO at a distorted geometry.

Energy relative to the best compared isomer or geometry (same formula, charge and spin), eV: 4.584
Total energy, hartree: -325.7691
E_HOMO, eV: -8.19
HOMO-LUMO gap, eV: 9.01
2S+1: 1

Positions of all 16 atoms, in Å:
C1 1.65 0.19 -1.75
N1 0.84 -0.20 -0.61
C2 0.78 -1.13 0.44
C3 -0.45 -0.77 -0.30
C4 -1.29 -0.21 0.88
O1 -2.04 -1.02 1.38
C5 -1.38 1.26 1.23
H1 2.12 1.16 -1.57
H2 1.01 0.29 -2.64
H3 2.45 -0.53 -2.00
H4 1.41 -2.02 0.56
H5 0.31 -0.57 1.53
H6 -1.03 -1.33 -1.01
H7 -1.92 1.37 2.17
H8 -0.45 1.85 1.26
H9 -2.01 1.66 0.42

Per-atom natural (NBO) charges, elementary charge units: atom 1 (C): -0.39, atom 2 (N): -0.46, atom 3 (C): -0.15, atom 4 (C): -0.16, atom 5 (C): 0.55, atom 6 (O): -0.56, atom 7 (C): -0.72, atom 8 (H): 0.20, atom 9 (H): 0.21, atom 10 (H): 0.19, atom 11 (H): 0.22, atom 12 (H): 0.15, atom 13 (H): 0.22, atom 14 (H): 0.24, atom 15 (H): 0.24, atom 16 (H): 0.24


No. 8
ORCA calculation (ωB97M-V/def2-TZVPD) on a structure of composition C5H9NO.

Energy relative to the best compared isomer or geometry (same formula, charge and spin), eV: 5.641
Total energy, hartree: -325.7303
E_HOMO, eV: -8.06
HOMO-LUMO gap, eV: 9.12
2S+1: 1

Positions of all 16 atoms, in Å:
C1 1.59 0.74 1.06
C2 1.14 -0.69 1.01
N1 -0.76 -0.75 1.17
C3 0.10 -1.00 0.00
C4 -0.21 -0.09 -1.17
C5 -1.58 0.15 -1.62
O1 -0.86 1.14 -0.89
H1 2.58 0.70 0.59
H2 1.76 1.07 2.10
H3 0.99 1.50 0.54
H4 -0.17 -1.04 1.99
H5 -1.01 0.24 1.19
H6 0.04 -2.05 -0.32
H7 0.59 -0.02 -1.91
H8 -1.78 0.39 -2.66
H9 -2.41 -0.31 -1.08

Per-atom natural (NBO) charges, elementary charge units: atom 1 (C): -0.74, atom 2 (C): -0.04, atom 3 (N): -0.71, atom 4 (C): -0.19, atom 5 (C): 0.04, atom 6 (C): -0.11, atom 7 (O): -0.51, atom 8 (H): 0.25, atom 9 (H): 0.22, atom 10 (H): 0.21, atom 11 (H): 0.41, atom 12 (H): 0.39, atom 13 (H): 0.20, atom 14 (H): 0.20, atom 15 (H): 0.19, atom 16 (H): 0.19


No. 9
ORCA calculation (ωB97M-V/def2-TZVPD) on an isolated molecule of C5H9NO at a distorted geometry.

Energy relative to the best compared isomer or geometry (same formula, charge and spin), eV: 4.128
Total energy, hartree: -325.7858
E_HOMO, eV: -8.96
HOMO-LUMO gap, eV: 9.96
2S+1: 1

Positions of all 16 atoms, in Å:
C1 -0.83 0.90 -1.60
C2 -0.27 -0.18 -0.69
C3 1.31 -0.37 -0.66
C4 1.34 0.02 0.86
C5 -0.18 -0.05 0.79
N1 -1.22 -0.52 1.36
O1 -1.28 -0.46 2.72
H1 -1.01 0.46 -2.59
H2 -0.19 1.77 -1.73
H3 -1.81 1.22 -1.21
H4 -1.08 -0.95 -0.59
H5 1.69 -1.37 -0.88
H6 1.86 0.35 -1.29
H7 1.74 1.02 1.05
H8 1.83 -0.69 1.54
H9 -1.90 -1.16 2.94

Per-atom natural (NBO) charges, elementary charge units: atom 1 (C): -0.60, atom 2 (C): -0.28, atom 3 (C): -0.39, atom 4 (C): -0.46, atom 5 (C): 0.23, atom 6 (N): -0.17, atom 7 (O): -0.56, atom 8 (H): 0.21, atom 9 (H): 0.20, atom 10 (H): 0.22, atom 11 (H): 0.25, atom 12 (H): 0.22, atom 13 (H): 0.21, atom 14 (H): 0.23, atom 15 (H): 0.23, atom 16 (H): 0.47


No. 10
ORCA calculation (ωB97M-V/def2-TZVPD) on an isolated molecule of C5H9NO.

Energy relative to the best compared isomer or geometry (same formula, charge and spin), eV: 2.204
Total energy, hartree: -325.8566
E_HOMO, eV: -9.79
HOMO-LUMO gap, eV: 10.75
2S+1: 1

Positions of all 16 atoms, in Å:
C1 1.07 -1.21 0.78
C2 0.15 -1.16 -0.41
N1 -1.29 -1.13 -0.15
C3 -0.68 -0.01 -0.86
C4 -0.77 1.37 -0.22
C5 0.47 1.83 0.51
O1 1.54 1.98 -0.03
H1 0.53 -0.94 1.70
H2 1.44 -2.23 0.91
H3 1.94 -0.54 0.68
H4 0.48 -1.80 -1.23
H5 -1.80 -1.74 -0.78
H6 -0.85 0.01 -1.94
H7 -1.63 1.41 0.46
H8 -0.95 2.12 -1.01
H9 0.35 2.04 1.59

Per-atom natural (NBO) charges, elementary charge units: atom 1 (C): -0.64, atom 2 (C): -0.07, atom 3 (N): -0.60, atom 4 (C): -0.07, atom 5 (C): -0.54, atom 6 (C): 0.45, atom 7 (O): -0.52, atom 8 (H): 0.22, atom 9 (H): 0.22, atom 10 (H): 0.23, atom 11 (H): 0.19, atom 12 (H): 0.35, atom 13 (H): 0.20, atom 14 (H): 0.23, atom 15 (H): 0.24, atom 16 (H): 0.11


No. 11
ORCA calculation (ωB97M-V/def2-TZVPD) on an isolated molecule of C5H9NO at a distorted geometry.

Energy relative to the best compared isomer or geometry (same formula, charge and spin), eV: 7.823
Total energy, hartree: -325.6501
E_HOMO (spin up / spin down), eV: -7.79 / -7.04
HOMO-LUMO gap (spin up / spin down), eV: 8.33 / 7.21
2S+1: 1

Positions of all 16 atoms, in Å:
C1 -1.10 1.84 0.63
C2 0.31 -1.46 -1.62
C3 -0.67 0.59 -0.05
C4 0.32 -0.14 -0.93
N1 0.58 -1.06 1.45
C5 0.67 0.05 0.50
O1 -0.80 0.74 -1.44
H1 0.58 -0.72 2.41
H2 1.38 -1.69 1.37
H3 1.47 0.76 0.69
H4 -2.09 2.15 0.26
H5 -1.19 1.68 1.71
H6 -0.40 2.66 0.44
H7 1.31 -1.90 -1.59
H8 0.02 -1.35 -2.67
H9 -0.39 -2.15 -1.15

Per-atom natural (NBO) charges, elementary charge units: atom 1 (C): -0.64, atom 2 (C): -0.67, atom 3 (C): 0.28, atom 4 (C): 0.28, atom 5 (N): -0.83, atom 6 (C): -0.18, atom 7 (O): -0.48, atom 8 (H): 0.36, atom 9 (H): 0.36, atom 10 (H): 0.17, atom 11 (H): 0.22, atom 12 (H): 0.21, atom 13 (H): 0.22, atom 14 (H): 0.22, atom 15 (H): 0.23, atom 16 (H): 0.23


No. 12
ORCA calculation (ωB97M-V/def2-TZVPD) on an isolated molecule of C5H9NO.

Energy relative to the best compared isomer or geometry (same formula, charge and spin), eV: 2.725
Total energy, hartree: -325.8374
E_HOMO, eV: -9.28
HOMO-LUMO gap, eV: 10.30
2S+1: 1

Positions of all 16 atoms, in Å:
C1 0.18 0.73 1.60
C2 -0.45 0.43 0.25
O1 -1.72 1.05 0.27
C3 0.35 0.72 -1.05
N1 0.12 -0.67 -1.57
C4 0.80 -1.55 -0.62
C5 -0.52 -1.01 -0.25
H1 -0.46 0.35 2.40
H2 0.28 1.81 1.72
H3 1.17 0.27 1.69
H4 -2.16 0.85 -0.57
H5 1.41 0.97 -0.94
H6 -0.14 1.46 -1.68
H7 1.70 -1.19 -0.13
H8 0.84 -2.59 -0.95
H9 -1.41 -1.63 -0.18

Per-atom natural (NBO) charges, elementary charge units: atom 1 (C): -0.62, atom 2 (C): 0.23, atom 3 (O): -0.71, atom 4 (C): -0.26, atom 5 (N): -0.38, atom 6 (C): -0.27, atom 7 (C): -0.13, atom 8 (H): 0.22, atom 9 (H): 0.22, atom 10 (H): 0.21, atom 11 (H): 0.47, atom 12 (H): 0.19, atom 13 (H): 0.21, atom 14 (H): 0.19, atom 15 (H): 0.22, atom 16 (H): 0.21